Entry 1:
Below is a cluster of 2 separate species, C6H9N4O3 in total, with properties calculated with ωB97M-V/def2-TZVPD.

Structure (XYZ):
```
22
Properties=species:S:1:pos:R:3:forces:R:3
C 2.795 -1.571 0.124 2.2 1.9 -0.8
C 2.823 -0.196 0.071 -1.0 -2.0 0.6
C 0.765 -0.888 -0.385 0.2 -2.0 -0.3
C -2.882 -0.349 0.194 -3.1 1.0 0.6
C 0.878 1.513 -0.382 0.6 1.7 -2.0
C -5.225 0.589 0.529 -2.2 -4.0 -0.3
N 1.469 0.226 -0.160 2.2 -0.4 -0.3
N 1.610 -2.016 -0.291 -0.6 3.8 0.9
N 4.080 0.477 0.124 -0.2 1.8 -0.2
N -3.977 0.026 0.321 5.7 -0.4 -0.3
O 5.025 -0.196 0.477 0.0 0.4 -0.1
O 4.112 1.668 -0.224 -0.2 -1.4 0.5
O -0.421 -0.982 -0.666 -1.6 0.3 0.1
H 3.694 -2.139 0.236 0.0 -0.5 0.1
H -1.793 -0.674 0.083 0.1 0.0 -0.6
H 0.237 1.814 0.422 -0.6 0.0 0.2
H 1.605 2.327 -0.537 0.4 -0.7 0.7
H 0.437 1.561 -1.410 -0.4 -0.5 1.1
H -5.428 1.432 -0.106 -0.3 -0.1 -0.5
H -5.792 -0.476 0.421 -0.2 3.1 -0.4
H -5.379 0.796 1.553 0.2 0.6 1.2
H 1.368 -2.940 -0.395 -1.0 -2.2 -0.2
```
Positions in Å, forces in eV/Å.

Properties
Total charge = +1
Energy above the lowest of the compared OMol25 structures with the same formula, charge and spin = 112.8 kcal per mole

Atomic partial charges in e from the Löwdin method, atoms 1 to 5: number 1, C, carries 0.0179; number 2, C, carries -0.0854; number 3, C, carries -0.4503; number 4, C, carries 0.3298; number 5, C, carries -0.0002

=====

Entry 2:
Below is a structure of composition C39H33AsCl3F10N6O9SSi2TeTi, with properties calculated with ωB97M-V/def2-TZVPD.

Structure (XYZ):
```
106
Properties=species:S:1:pos:R:3:forces:R:3
Ti -0.003 -1.513 -0.573 -0.2 1.1 -1.3
C -0.268 4.805 -6.698 -1.3 -0.7 -0.3
C -0.372 3.508 -5.946 -0.5 -0.1 -0.3
C 0.736 2.674 -5.820 -0.9 -0.5 -0.8
C 0.660 1.495 -5.099 -0.4 -0.3 -0.3
C -0.551 1.138 -4.520 0.0 -0.1 0.0
C -1.686 1.924 -4.667 -0.1 0.0 0.1
C -1.580 3.109 -5.372 0.0 -0.1 0.1
S -0.543 -0.310 -3.532 -0.1 0.5 -0.1
O -1.850 -0.991 -3.837 -0.1 -0.1 0.1
O 0.557 -1.129 -3.917 0.0 -0.2 0.0
N -0.447 0.085 -1.983 0.0 -0.6 0.5
C -0.792 1.368 -1.472 0.1 0.3 0.0
C -0.245 2.550 -1.984 -0.6 -0.2 0.0
C -0.634 3.761 -1.445 -0.5 0.1 0.2
C -1.525 3.761 -0.378 -0.1 -0.2 -0.2
C -1.934 2.535 0.118 -0.1 0.1 0.0
N -1.579 1.366 -0.407 -0.1 -0.1 0.0
H 0.767 5.136 -6.772 -2.8 -0.9 -1.1
H -0.841 5.587 -6.200 -0.1 -0.1 0.0
H -0.661 4.691 -7.711 -0.1 0.0 -0.1
H 1.675 2.967 -6.275 -1.5 -0.4 -0.6
H 1.529 0.862 -4.969 -0.4 0.0 -0.1
H -2.624 1.630 -4.220 0.0 0.0 0.0
H -2.451 3.746 -5.470 0.0 0.0 0.0
H 0.486 2.531 -2.779 -0.9 -0.3 0.2
H -0.225 4.681 -1.847 -0.5 -0.2 0.2
H -1.878 4.684 0.064 -0.1 -0.1 -0.2
H -2.590 2.479 0.984 0.0 0.0 0.0
O 3.489 -1.397 4.491 0.0 0.0 -0.1
C 2.798 -1.453 3.509 0.0 0.0 0.0
C 2.055 -0.369 2.841 0.1 0.0 0.0
O 1.927 0.863 3.234 0.1 0.1 0.2
C 1.488 -0.823 1.674 0.0 -0.4 0.2
C 1.618 -2.235 1.550 -0.1 0.0 0.0
O 1.010 -2.837 0.646 0.3 -0.1 0.3
C 2.499 -2.721 2.672 0.0 0.0 0.0
O 2.882 -3.832 2.894 0.0 0.0 0.0
O 0.787 -0.126 0.855 -0.2 -0.1 -0.2
F -0.225 -2.758 -1.762 -0.2 -0.1 0.2
As -3.683 -1.090 -3.236 0.2 0.2 -0.2
F -3.126 -1.869 -1.814 0.0 0.0 0.1
F -5.326 -1.191 -2.751 0.0 0.0 0.0
F -4.091 -0.275 -4.705 0.0 0.0 0.0
F -3.731 -2.592 -4.064 0.0 0.0 0.0
F -3.477 0.453 -2.478 0.0 0.0 0.0
F 2.378 1.816 -1.331 0.3 0.0 -0.3
C 2.658 2.121 -2.619 0.4 -0.1 0.1
C 2.252 3.357 -3.065 0.7 0.6 -0.2
F 1.658 4.165 -2.154 1.4 0.2 -0.4
C 2.425 3.796 -4.383 0.8 0.4 0.8
C 3.177 2.894 -5.150 1.2 0.0 0.9
C 3.600 1.659 -4.691 0.4 0.3 0.0
F 4.233 0.859 -5.567 -0.1 0.0 0.1
C 3.329 1.190 -3.408 0.2 0.1 0.2
C 3.632 -0.159 -2.915 0.1 0.3 -0.1
C 2.766 -0.699 -2.001 0.0 -0.6 -0.1
N 2.009 -1.171 -1.252 -0.2 0.0 0.2
C 4.693 -0.966 -3.388 0.0 0.1 0.0
N 5.570 -1.630 -3.744 0.0 0.0 0.0
F 3.435 3.181 -6.440 0.6 0.1 -0.1
C 1.816 5.009 -4.889 0.7 0.4 0.4
C 0.730 5.606 -4.212 0.3 0.3 0.3
N -0.165 6.110 -3.674 0.1 0.0 -0.1
C 2.071 5.533 -6.174 2.6 0.8 1.4
N 2.235 6.011 -7.217 1.2 0.5 -0.1
C 4.259 1.341 1.001 0.0 0.0 0.0
Si 3.501 2.987 1.479 -0.2 0.0 0.1
C 4.147 4.337 0.355 0.0 0.0 -0.1
C 3.975 3.438 3.241 0.0 0.0 0.0
C 1.618 2.990 1.266 0.0 0.1 0.1
Te 0.301 1.861 2.493 -0.1 0.2 -0.1
C 0.406 3.195 4.108 0.0 0.0 0.1
Si -1.067 4.378 4.133 0.1 0.0 0.0
C -0.927 5.422 5.681 0.0 0.0 0.0
C -0.976 5.477 2.620 0.0 0.0 0.0
C -2.666 3.403 4.131 0.0 0.0 0.0
H 4.961 1.000 1.767 0.0 0.0 0.0
H 4.803 1.433 0.059 0.0 0.0 0.0
H 3.513 0.562 0.847 0.0 0.0 0.0
H 5.240 4.354 0.373 0.0 0.0 0.0
H 3.789 5.322 0.664 0.0 0.0 0.0
H 3.828 4.176 -0.678 0.0 0.0 0.0
H 5.065 3.487 3.312 0.0 0.0 0.0
H 3.627 2.701 3.964 0.0 0.0 0.0
H 3.590 4.423 3.523 0.0 0.0 0.0
H 1.387 2.671 0.246 0.0 0.1 0.2
H 1.246 4.018 1.365 0.0 0.0 0.0
H 1.359 3.719 4.058 0.0 0.0 0.0
H 0.381 2.547 4.986 0.0 0.0 0.0
H 0.008 5.986 5.697 0.0 0.0 0.0
H -0.958 4.792 6.573 0.0 0.0 0.0
H -1.752 6.135 5.743 0.0 0.0 0.0
H -0.025 6.013 2.564 0.0 0.0 0.0
H -1.776 6.221 2.640 0.0 0.0 0.0
H -1.088 4.906 1.693 0.1 0.1 0.3
H -2.552 2.411 3.687 0.0 0.0 0.0
H -3.446 3.937 3.583 0.0 0.0 0.0
H -3.023 3.243 5.151 0.0 0.0 0.0
Cl -3.924 -2.231 3.457 0.0 0.0 0.0
C -3.209 -1.563 2.081 0.0 0.0 -0.1
Cl -3.935 -0.219 1.374 0.0 0.0 0.0
Cl -0.777 0.099 4.251 -0.1 -0.1 0.0
C -2.020 -2.203 1.521 -0.1 0.0 0.0
O -1.566 -3.223 1.982 0.1 0.0 0.1
O -1.517 -1.567 0.458 0.4 -0.4 0.1
```
Positions in Å, forces in eV/Å.

Properties
Expectation value of S² = 0.757
2S+1 = 2
Total charge = -2
Energy above the lowest of the compared OMol25 structures with the same formula, charge and spin = 84.9 kcal per mole

Atomic partial charges in e from the Löwdin method, atoms 1 to 5: number 1, Ti, carries 1.2283; number 2, C, carries -0.0657; number 3, C, carries -0.2155; number 4, C, carries -0.0213; number 5, C, carries -0.0232

=====

Entry 3:
Below is a structure of composition C7H10ClNRe, with properties calculated with ωB97M-V/def2-TZVPD.

Structure (XYZ):
```
20
Properties=species:S:1:pos:R:3:forces:R:3
C -0.879 1.018 -1.962 -0.8 0.8 0.0
C 0.501 0.877 -2.245 0.1 0.5 -1.0
C 1.249 1.679 -1.366 0.0 1.9 1.1
C 0.263 2.305 -0.432 4.2 1.9 -0.2
C -0.978 1.896 -0.794 -4.3 0.8 -2.0
Re 0.108 0.208 -0.187 2.3 -3.1 1.2
N -1.191 -1.095 0.274 1.6 0.7 -0.6
C -0.319 -2.248 0.062 -0.3 -0.3 1.3
C 0.966 -1.656 -0.738 -2.2 -0.7 1.3
H 2.343 1.751 -1.288 -0.7 0.0 -0.1
H 0.907 0.286 -3.052 0.0 -0.1 0.2
H 0.557 2.934 0.422 -0.3 -0.4 -0.6
H -1.947 2.210 -0.370 0.8 -0.2 -0.2
H -1.711 0.605 -2.539 0.4 0.1 0.5
H 0.916 -1.949 -1.767 0.1 -0.2 -0.5
H -1.015 -2.873 -0.516 1.1 -0.9 0.0
H -2.076 -1.055 0.638 -2.3 -0.7 1.0
H 1.903 -1.907 -0.274 0.2 -0.1 0.1
H -0.080 -2.610 1.127 0.1 -0.2 -1.8
Cl 1.346 0.057 1.794 0.0 0.1 0.4
```
Positions in Å, forces in eV/Å.

Properties
Expectation value of S² = 3.764
2S+1 = 4
E_tot = -865.85042 hartree

Atomic partial charges in e from the Löwdin method, atoms 1 to 5: number 1, C, carries -0.1840; number 2, C, carries -0.2292; number 3, C, carries -0.1830; number 4, C, carries -0.2811; number 5, C, carries -0.2942

=====

Entry 4:
Below is an isolated molecule of C6H7N, with properties calculated with ωB97M-V/def2-TZVPD.

Structure (XYZ):
```
14
Properties=species:S:1:pos:R:3:forces:R:3
C -0.878 -0.714 -0.304 -1.9 -3.4 -2.4
C 0.370 -1.420 -0.085 3.4 2.5 0.9
C 1.545 -0.711 0.137 -0.8 -3.2 0.3
C 1.512 0.698 0.108 -1.2 2.1 0.6
C 0.336 1.279 -0.098 -0.7 5.6 2.1
C -0.983 0.704 -0.303 1.7 1.3 -0.5
H -2.607 -0.070 0.655 1.9 -0.4 0.3
H -1.497 -1.280 -1.028 0.0 0.4 0.5
H 0.315 -2.463 -0.044 0.2 -1.4 0.0
H 2.497 -1.182 0.461 -0.8 0.0 -0.6
H 2.210 1.430 0.505 0.8 -0.8 -0.4
H 0.220 2.494 0.197 0.8 -3.1 -1.2
H -1.492 1.343 -1.020 -1.0 -0.7 0.3
N -1.550 -0.106 0.819 -2.2 1.5 0.0
```
Positions in Å, forces in eV/Å.

Properties
SMILES = C1=C[C@@H]2N[C@@H]2C=C1
Energy above the lowest of the compared OMol25 structures with the same formula, charge and spin = 81.2 kcal per mole

Atomic partial charges in e from the Löwdin method, atoms 1 to 5: number 1, C, carries -0.3593; number 2, C, carries -0.0232; number 3, C, carries -0.0742; number 4, C, carries -0.1272; number 5, C, carries -0.0960

=====

no.,largest force on an atom (eV Å⁻¹)
1,5.733
2,3.107
3,4.816
4,5.993